Entry from OMol25: a cluster of 8 separate species, C33H61ClN7O3P2 in total (ωB97M-V with the def2-TZVPD basis set).

Structure (XYZ):
```
107
Properties=species:S:1:pos:R:3
C -5.596 -1.636 -0.323
C -4.055 -1.693 -0.510
C -3.608 -2.898 -1.292
O -3.256 -3.905 -0.777
O -3.682 -2.818 -2.675
C -2.426 -2.838 -3.338
C -1.556 -1.615 -2.951
P -0.673 -0.868 -4.344
P -2.103 0.309 -5.637
O -3.191 -0.872 -5.922
Cl -2.929 1.327 -4.094
H -6.101 -2.546 -0.658
H -5.832 -1.426 0.727
H -6.005 -0.790 -0.895
H -3.725 -0.753 -0.974
H -3.546 -1.754 0.462
H -1.880 -3.766 -3.125
H -2.663 -2.820 -4.410
H -0.839 -1.860 -2.157
H -2.233 -0.811 -2.624
H 0.205 0.075 -3.792
H 0.008 -1.823 -5.104
H -4.063 -0.637 -5.558
C 2.900 -0.850 1.399
C 1.375 -0.825 1.414
C 0.767 -1.411 0.133
C 1.180 -0.655 -1.050
N 1.501 -0.058 -1.981
H 3.302 -0.233 0.592
H 3.296 -0.461 2.336
H 3.281 -1.866 1.270
H 1.019 0.197 1.551
H 1.006 -1.405 2.261
H -0.324 -1.398 0.190
H 1.091 -2.444 0.002
C 3.639 -5.194 2.611
C 2.116 -5.209 2.618
C 1.543 -5.795 1.321
C 1.968 -5.004 0.164
N 2.293 -4.378 -0.745
H 4.026 -4.570 1.808
H 4.028 -4.794 3.547
H 4.044 -6.199 2.483
H 1.737 -4.193 2.753
H 1.748 -5.797 3.460
H 0.452 -5.806 1.342
H 1.885 -6.821 1.176
C 2.909 3.982 -5.925
C 2.847 4.503 -4.495
C 2.482 3.414 -3.477
C 1.168 2.838 -3.754
N 0.130 2.395 -3.972
H 1.938 3.607 -6.255
H 3.203 4.776 -6.609
H 3.637 3.173 -6.018
H 2.120 5.315 -4.431
H 3.814 4.920 -4.214
H 2.463 3.820 -2.465
H 3.213 2.604 -3.498
C -5.057 3.916 -1.041
C -5.619 2.616 -1.602
C -6.711 1.986 -0.731
C -6.165 1.667 0.588
N -5.662 1.412 1.589
H -4.592 3.761 -0.066
H -4.297 4.325 -1.707
H -5.842 4.666 -0.927
H -4.815 1.883 -1.715
H -6.027 2.798 -2.598
H -7.068 1.063 -1.190
H -7.569 2.649 -0.606
C -2.727 2.355 6.161
C -3.243 2.431 4.730
C -3.283 1.063 4.037
C -1.948 0.471 3.934
N -0.891 0.020 3.865
H -1.695 2.000 6.199
H -2.750 3.339 6.627
H -3.341 1.678 6.758
H -2.624 3.119 4.150
H -4.254 2.839 4.733
H -3.692 1.150 3.032
H -3.928 0.383 4.597
C 7.422 -1.812 -2.206
C 6.698 -3.093 -2.604
C 5.424 -3.339 -1.783
C 5.736 -3.461 -0.359
N 6.008 -3.568 0.753
H 7.758 -1.852 -1.169
H 8.301 -1.658 -2.831
H 6.771 -0.942 -2.320
H 7.371 -3.944 -2.488
H 6.423 -3.045 -3.659
H 4.926 -4.252 -2.108
H 4.718 -2.516 -1.909
C 1.415 3.642 3.474
C 2.160 3.872 4.783
C 1.276 3.624 6.009
C 0.122 4.523 6.013
N -0.783 5.235 6.003
H 0.577 4.332 3.369
H 2.081 3.801 2.625
H 1.026 2.622 3.419
H 2.542 4.895 4.813
H 3.024 3.208 4.838
H 1.839 3.784 6.930
H 0.910 2.595 6.015
```

Computed properties:
**Strongest force on any atom**: 0.92 eV/A
**HOMO**: -12.86 eV
**Total charge**: +1
**E_LUMO**: -3.0 eV
**Molecular weight**: 701.298 g/mol
**HOMO-LUMO gap**: 9.905 eV

These are the Mulliken partial charges, in e, on atoms 1 to 2:
1. C -1.0090
2. C 0.5291